2 unconnected molecules or ions with the total composition C10H16NO2P. Source: the OMol25 dataset; level of theory: the ωB97M-V functional and the def2-TZVPD basis.

Summary:
Relative energy (zero: lowest compared OMol25 entry of this formula, charge and spin) in kcal/mol: 84.21
E_LUMO in eV: -0.68
SMILES string: C=C(C)C(=O)/P=N/C.C=C(C)C(C)=O
HOMO-LUMO gap in eV: 8.02

Cartesian coordinates (Å):
C1 1.243 2.381 1.721
C2 0.052 2.361 2.262
C3 -0.649 3.585 2.831
C4 -0.774 1.169 2.126
O1 -1.887 1.194 1.645
P1 -0.369 -0.634 2.328
N1 0.782 -0.412 3.401
C5 1.612 -1.281 4.229
H1 1.924 3.196 1.618
H2 1.701 1.475 1.372
H3 -0.767 3.557 3.983
H4 -0.166 4.451 2.593
H5 -1.692 3.682 2.298
H6 2.095 -0.588 4.967
H7 2.364 -1.690 3.640
H8 1.056 -1.911 4.926
C6 -1.407 -0.404 -2.929
C7 -0.882 -1.351 -3.624
C8 -1.127 -1.448 -5.133
C9 0.125 -2.321 -3.073
C10 0.687 -1.911 -1.745
O2 0.218 -3.394 -3.601
H9 -1.924 0.451 -3.386
H10 -1.363 -0.408 -1.865
H11 -1.754 -0.673 -5.482
H12 -1.621 -2.485 -5.156
H13 -0.121 -1.428 -5.658
H14 0.020 -1.567 -1.059
H15 1.288 -2.614 -1.278
H16 1.336 -0.980 -1.949

=====

2 unconnected molecules or ions with the total composition C10H16O. Source: the OMol25 dataset; level of theory: the ωB97M-V functional and the def2-TZVPD basis.

Summary:
Relative energy (zero: lowest compared OMol25 entry of this formula, charge and spin) in kcal/mol: 9.37
E_LUMO (alpha / beta) in eV: 3.64 / 3.62
Spin multiplicity: 2
HOMO-LUMO gap (alpha / beta) in eV: 2.86 / 7.00
Total charge: -1

Cartesian coordinates (Å):
C1 -3.339 0.088 1.225
C2 -3.250 -0.191 -0.237
C3 -2.698 -1.038 2.045
H1 -4.362 0.218 1.608
H2 -2.750 0.963 1.476
H3 -4.080 -0.733 -0.679
H4 -3.124 0.671 -0.938
H5 -3.159 -2.023 1.874
H6 -2.798 -0.812 3.080
H7 -2.357 -0.730 -0.563
H8 -1.630 -1.095 1.825
C4 3.466 1.972 0.541
C5 1.871 1.308 -1.295
C6 2.743 0.945 -0.261
C7 0.869 0.365 -1.769
C8 2.873 -0.404 0.050
C9 0.938 -0.950 -1.327
C10 1.976 -1.382 -0.521
O1 0.093 -1.958 -1.814
H9 1.865 2.316 -1.753
H10 0.194 0.683 -2.564
H11 3.721 2.858 -0.049
H12 4.349 1.568 0.950
H13 3.622 -0.741 0.798
H14 2.147 -2.435 -0.286
H15 -0.012 -1.785 -2.757
H16 2.831 2.323 1.343

=====

2 unconnected molecules or ions with the total composition C10H16O. Source: the OMol25 dataset; level of theory: the ωB97M-V functional and the def2-TZVPD basis.

Summary:
Relative energy (zero: lowest compared OMol25 entry of this formula, charge and spin) in kcal/mol: 5.03
E_LUMO (alpha / beta) in eV: 3.66 / 3.58
Spin multiplicity: 2
HOMO-LUMO gap (alpha / beta) in eV: 2.79 / 7.11
Total charge: -1

Cartesian coordinates (Å):
C1 -1.496 -0.529 3.186
C2 -0.780 0.785 2.761
C3 -2.107 -1.224 1.987
H1 -2.250 -0.366 3.958
H2 -0.680 -1.131 3.603
H3 0.065 0.944 3.433
H4 -0.357 0.632 1.769
H5 -2.991 -0.685 1.617
H6 -1.447 1.641 2.788
H7 -2.544 -2.188 2.222
H8 -1.437 -1.348 1.136
C4 1.410 -2.216 -2.130
C5 -0.088 -0.332 -1.429
C6 1.160 -0.755 -1.884
C7 -0.377 1.042 -1.214
C8 2.171 0.188 -2.038
C9 0.577 1.979 -1.601
C10 1.883 1.590 -1.871
O1 0.184 3.289 -1.691
H9 -0.858 -1.052 -1.254
H10 -1.258 1.503 -0.772
H11 0.769 -2.550 -2.950
H12 1.225 -2.833 -1.244
H13 3.200 -0.162 -2.103
H14 2.632 2.326 -2.146
H15 0.948 3.873 -1.709
H16 2.445 -2.420 -2.423

=====

2 unconnected molecules or ions with the total composition C10H16O. Source: the OMol25 dataset; level of theory: the ωB97M-V functional and the def2-TZVPD basis.

Summary:
Relative energy (zero: lowest compared OMol25 entry of this formula, charge and spin) in kcal/mol: 13.10
E_LUMO (alpha / beta) in eV: 3.60 / 3.57
Spin multiplicity: 2
HOMO-LUMO gap (alpha / beta) in eV: 2.79 / 7.17
Total charge: -1

Cartesian coordinates (Å):
C1 -1.464 1.736 1.989
C2 -1.626 0.378 -1.577
C3 -1.990 0.546 -0.204
C4 -0.746 1.207 -2.204
C5 -1.311 1.544 0.510
C6 -0.051 2.220 -1.479
C7 -0.338 2.357 -0.093
O1 -0.295 0.945 -3.492
H1 -1.861 -0.513 -2.153
H2 -2.643 -0.093 0.376
H3 -0.934 1.198 -4.168
H4 0.653 2.946 -1.860
H5 -0.497 1.819 2.513
H6 -1.965 0.898 2.493
H7 0.259 3.022 0.517
H8 -1.951 2.659 2.312
C8 1.143 -1.610 0.279
C9 1.767 -2.812 -0.424
C10 1.524 -1.630 1.754
H9 1.575 -0.691 -0.136
H10 0.073 -1.529 0.103
H11 1.364 -3.729 0.045
H12 2.362 -2.319 1.953
H13 1.929 -0.732 2.228
H14 2.822 -2.995 -0.219
H15 1.471 -2.818 -1.473
H16 0.730 -2.005 2.410

=====

2 unconnected molecules or ions with the total composition C10H16O. Source: the OMol25 dataset; level of theory: the ωB97M-V functional and the def2-TZVPD basis.

Summary:
Relative energy (zero: lowest compared OMol25 entry of this formula, charge and spin) in kcal/mol: 24.51
E_LUMO in eV: 0.77
SMILES string: Cc1ccc(O)cc1.CCC
HOMO-LUMO gap in eV: 9.22

Cartesian coordinates (Å):
C1 2.863 1.279 -0.133
C2 1.401 1.293 -0.558
C3 1.044 0.913 -1.861
C4 -0.272 0.775 -2.237
C5 -1.296 1.065 -1.335
O1 -2.573 0.808 -1.745
C6 -0.973 1.467 -0.059
C7 0.375 1.672 0.278
H1 3.457 0.880 -0.946
H2 2.946 0.638 0.742
H3 3.206 2.296 0.057
H4 1.827 0.663 -2.564
H5 -0.597 0.386 -3.196
H6 -3.152 0.667 -0.992
H7 -1.695 1.707 0.712
H8 0.546 2.186 1.214
C8 -0.499 -1.815 3.123
C9 0.118 -2.229 1.786
C10 -0.171 -3.695 1.374
H9 -0.712 -2.694 3.734
H10 -1.422 -1.237 3.065
H11 0.190 -1.223 3.707
H12 -0.142 -1.531 0.989
H13 1.203 -2.136 1.882
H14 -0.406 -4.282 2.244
H15 -1.069 -3.680 0.766
H16 0.628 -4.097 0.765

=====

2 unconnected molecules or ions with the total composition C10H16O. Source: the OMol25 dataset; level of theory: the ωB97M-V functional and the def2-TZVPD basis.

Summary:
Relative energy (zero: lowest compared OMol25 entry of this formula, charge and spin) in kcal/mol: 21.87
E_LUMO in eV: 0.86
SMILES string: Cc1ccc(O)cc1.CCC
HOMO-LUMO gap in eV: 9.29

Cartesian coordinates (Å):
C1 -1.713 1.299 -1.905
C2 -1.609 1.196 -0.403
C3 -0.975 0.114 0.185
C4 -0.951 -0.015 1.578
C5 -1.602 0.916 2.363
O1 -1.561 0.877 3.737
C6 -2.294 1.976 1.796
C7 -2.261 2.110 0.412
H1 -2.570 0.727 -2.250
H2 -0.791 1.055 -2.435
H3 -1.860 2.346 -2.191
H4 -0.347 -0.570 -0.371
H5 -0.445 -0.892 1.965
H6 -1.072 0.115 4.056
H7 -2.721 2.735 2.430
H8 -2.593 3.066 0.026
C8 2.588 -0.823 0.184
C9 2.136 -2.069 -0.556
C10 2.136 -1.927 -2.057
H9 3.509 -0.324 -0.146
H10 2.710 -0.999 1.255
H11 1.900 0.009 0.118
H12 2.811 -2.865 -0.238
H13 1.192 -2.388 -0.118
H14 1.367 -1.239 -2.413
H15 3.113 -1.590 -2.407
H16 1.902 -2.842 -2.615

=====

2 unconnected molecules or ions with the total composition C10H16O. Source: the OMol25 dataset; level of theory: the ωB97M-V functional and the def2-TZVPD basis.

Summary:
Relative energy (zero: lowest compared OMol25 entry of this formula, charge and spin) in kcal/mol: 36.35
E_LUMO in eV: 0.80
SMILES string: CCc1ccc(O)cc1.CC
HOMO-LUMO gap in eV: 9.23

Cartesian coordinates (Å):
C1 -1.822 1.231 3.520
C2 -1.199 1.429 2.128
C3 -0.881 0.188 1.365
C4 0.302 -0.525 1.586
C5 0.633 -1.553 0.729
C6 -0.156 -1.914 -0.359
O1 0.046 -2.979 -1.181
C7 -1.417 -1.328 -0.442
C8 -1.756 -0.270 0.379
H1 -2.764 0.695 3.635
H2 -1.796 2.095 4.195
H3 -1.138 0.557 4.056
H4 -1.613 2.236 1.522
H5 -0.275 1.926 2.457
H6 0.997 -0.111 2.308
H7 1.571 -2.086 0.861
H8 0.958 -3.209 -1.385
H9 -2.141 -1.628 -1.186
H10 -2.759 0.118 0.227
C9 1.646 0.232 -3.643
C10 2.184 1.012 -2.423
H11 1.862 0.747 -4.590
H12 2.244 -0.675 -3.735
H13 0.559 0.165 -3.654
H14 3.024 0.482 -2.010
H15 1.384 1.103 -1.675
H16 2.307 2.064 -2.684

=====

2 unconnected molecules or ions with the total composition C10H16O. Source: the OMol25 dataset; level of theory: the ωB97M-V functional and the def2-TZVPD basis.

Summary:
Relative energy (zero: lowest compared OMol25 entry of this formula, charge and spin) in kcal/mol: 28.89
E_LUMO in eV: 0.88
SMILES string: CCc1ccc(O)cc1.CC
HOMO-LUMO gap in eV: 9.28

Cartesian coordinates (Å):
C1 0.343 3.169 0.007
C2 0.745 1.685 0.010
C3 -0.374 0.757 0.398
C4 -1.470 0.617 -0.441
C5 -2.529 -0.247 -0.184
C6 -2.351 -1.133 0.873
O1 -3.268 -2.147 1.028
C7 -1.310 -0.961 1.766
C8 -0.425 0.099 1.627
H1 -0.155 3.563 -0.868
H2 1.229 3.766 0.224
H3 -0.327 3.403 0.842
H4 0.993 1.453 -1.018
H5 1.559 1.558 0.721
H6 -1.525 1.153 -1.355
H7 -3.367 -0.325 -0.861
H8 -3.194 -2.418 1.956
H9 -1.224 -1.701 2.558
H10 0.343 0.316 2.359
C9 1.352 -1.865 -0.985
C10 2.672 -1.255 -1.398
H11 1.448 -2.672 -0.262
H12 0.728 -1.109 -0.516
H13 0.862 -2.356 -1.825
H14 3.431 -1.987 -1.712
H15 3.305 -0.742 -0.669
H16 2.510 -0.621 -2.272

=====

2 unconnected molecules or ions with the total composition C10H16O. Source: the OMol25 dataset; level of theory: the ωB97M-V functional and the def2-TZVPD basis.

Summary:
Relative energy (zero: lowest compared OMol25 entry of this formula, charge and spin) in kcal/mol: 27.75
E_LUMO in eV: 0.84
SMILES string: Cc1ccc(O)cc1.CCC
HOMO-LUMO gap in eV: 9.22

Cartesian coordinates (Å):
C1 -1.796 -0.134 -2.006
C2 -1.045 0.950 -1.264
C3 0.329 1.089 -1.186
C4 0.948 2.211 -0.631
C5 0.183 3.254 -0.147
O1 0.720 4.403 0.339
C6 -1.205 3.149 -0.179
C7 -1.779 2.041 -0.752
H1 -2.851 0.119 -1.945
H2 -1.705 -1.119 -1.574
H3 -1.481 -0.092 -3.045
H4 1.029 0.344 -1.555
H5 2.021 2.153 -0.501
H6 1.683 4.322 0.383
H7 -1.749 4.026 0.136
H8 -2.856 1.977 -0.869
C8 1.849 -2.735 2.148
C9 0.895 -3.209 1.075
C10 -0.151 -2.087 0.711
H9 2.045 -3.431 2.964
H10 2.853 -2.438 1.805
H11 1.547 -1.805 2.634
H12 0.273 -4.030 1.436
H13 1.313 -3.501 0.122
H14 0.299 -1.376 0.015
H15 -0.352 -1.480 1.583
H16 -1.018 -2.603 0.303

=====

2 unconnected molecules or ions with the total composition C10H16O. Source: the OMol25 dataset; level of theory: the ωB97M-V functional and the def2-TZVPD basis.

Summary:
Relative energy (zero: lowest compared OMol25 entry of this formula, charge and spin) in kcal/mol: 54.83
E_LUMO in eV: 0.72
SMILES string: CCc1ccc(O)cc1.CC
HOMO-LUMO gap in eV: 8.75

Cartesian coordinates (Å):
C1 -1.902 2.817 0.791
C2 -1.481 1.388 1.114
C3 -0.386 0.898 0.241
C4 -0.616 0.582 -1.067
C5 0.433 0.122 -1.829
C6 1.794 0.019 -1.292
O1 2.670 -0.376 -2.136
C7 2.026 0.394 0.019
C8 0.928 0.799 0.795
H1 -2.876 2.968 0.170
H2 -1.148 3.352 0.328
H3 -2.053 3.357 1.873
H4 -1.067 1.236 2.150
H5 -2.403 0.826 1.156
H6 -1.663 0.462 -1.422
H7 0.279 -0.074 -2.901
H8 2.395 -0.329 -3.107
H9 3.004 0.237 0.425
H10 1.142 1.143 1.836
C9 -0.916 -2.282 0.985
C10 -1.488 -3.534 1.697
H11 0.172 -2.134 1.110
H12 -1.070 -2.319 -0.188
H13 -1.518 -1.471 1.466
H14 -1.524 -4.345 0.951
H15 -0.827 -3.811 2.504
H16 -2.550 -3.308 2.017

=====

2 unconnected molecules or ions with the total composition C10H16O. Source: the OMol25 dataset; level of theory: the ωB97M-V functional and the def2-TZVPD basis.

Summary:
Relative energy (zero: lowest compared OMol25 entry of this formula, charge and spin) in kcal/mol: 56.22
E_LUMO (alpha / beta) in eV: -3.76 / -7.58
Spin multiplicity: 2
HOMO-LUMO gap (alpha / beta) in eV: 9.95 / 6.14
Total charge: +1

Cartesian coordinates (Å):
C1 1.273 -3.974 0.089
C2 1.264 -4.279 1.629
H1 1.252 -2.934 -0.241
H2 2.086 -4.495 -0.514
H3 0.177 -4.151 -0.191
H4 0.763 -5.164 1.971
H5 2.283 -4.339 1.988
H6 0.777 -3.303 1.955
C3 -1.370 3.109 0.573
C4 -0.920 3.254 2.023
C5 -0.699 2.204 -0.402
C6 -1.464 1.830 -1.474
C7 0.596 1.602 -0.245
C8 -0.998 0.817 -2.310
C9 0.854 0.413 -0.873
C10 0.032 0.061 -1.932
O1 0.198 -1.121 -2.537
H7 -2.558 3.074 0.546
H8 -1.407 4.168 0.015
H9 -0.868 2.234 2.378
H10 -2.419 2.381 -1.695
H11 1.095 2.023 0.603
H12 -1.386 0.780 -3.320
H13 1.852 -0.177 -0.569
H14 0.900 -1.648 -2.207
H15 -1.412 3.943 2.626
H16 0.100 3.690 2.117

=====

2 unconnected molecules or ions with the total composition C10H16P. Source: the OMol25 dataset; level of theory: the ωB97M-V functional and the def2-TZVPD basis.

Summary:
Relative energy (zero: lowest compared OMol25 entry of this formula, charge and spin) in kcal/mol: 130.21
E_LUMO (alpha / beta) in eV: -3.52 / -6.52
HOMO-LUMO gap (alpha / beta) in eV: 9.40 / 5.81
Total charge: +1

Cartesian coordinates (Å):
C1 3.069 -0.150 0.204
C2 1.835 -0.028 0.174
C3 -1.504 -0.601 1.656
C4 -0.558 0.242 1.734
C5 -2.002 -1.033 0.320
C6 -0.816 -0.981 -0.651
C7 4.453 -0.536 0.102
C8 -2.990 0.100 -0.101
C9 0.003 -2.239 -0.536
C10 0.522 3.819 -0.897
P1 0.194 0.420 0.144
H1 -2.062 -0.975 2.544
H2 -0.076 0.826 2.554
H3 -2.416 -2.035 0.403
H4 -1.119 -0.734 -1.558
H5 5.024 0.362 0.380
H6 4.634 -1.261 0.807
H7 4.650 -0.883 -0.864
H8 -2.492 0.997 -0.388
H9 -3.703 0.215 0.802
H10 -3.608 -0.259 -0.934
H11 0.491 -2.500 -1.547
H12 -0.609 -3.150 -0.449
H13 0.728 -2.162 0.345
H14 -0.064 3.792 0.095
H15 0.206 4.245 -1.834
H16 1.608 3.974 -0.856